18
Properties=species:S:1:pos:R:3:forces:R:3 method="wB97M-V/def2-TZVPD" homo_energy_ev=-8.37 homo_lumo_gap_ha=0.3143 smiles=Nc1ccnc2ccncc12 total_energy_ev=-12878.8899
N -1.524366 -2.192767 0.232790 -1.04 1.21 -0.87
C -1.175564 -0.975396 -0.210265 -1.86 1.12 -0.85
C -2.031020 -0.178925 -0.975236 0.03 -1.08 0.69
C -1.665784 1.109516 -1.263306 0.19 1.85 -0.82
N -0.617742 1.771189 -0.831936 1.50 -1.30 1.16
C 0.284150 0.978222 -0.087548 -2.40 1.92 0.03
C 1.384239 1.605091 0.547684 3.37 -0.95 -0.59
C 2.468949 0.692280 0.760486 -4.79 -0.24 0.29
N 2.223008 -0.659128 0.888819 2.59 0.90 0.54
C 1.050320 -1.142010 0.761552 -0.82 -2.42 -1.08
C 0.025654 -0.389173 0.169625 1.22 0.54 0.23
H -2.405516 -2.533875 -0.048504 -0.58 -0.69 -0.13
H -0.861747 -2.744412 0.652139 1.20 -1.62 1.06
H -3.031941 -0.448090 -1.260878 -0.11 -0.59 -0.13
H -2.295998 1.703988 -1.939001 -0.05 -0.28 0.36
H 1.609921 2.712630 0.657242 -0.79 -1.56 -0.67
H 3.448427 1.001904 0.863141 1.85 0.58 0.50
H 0.924881 -2.324838 0.830199 0.47 2.59 0.29